# 1
DFT (ωB97M-V/def2-TZVPD) results for a 2-piece molecular cluster, C3H4BFN2O overall in a non-equilibrium geometry.

Summary:
SMILES string   N#COBF.CC#N
Gap between HOMO and LUMO   11.1 eV
Max |F|   4.0 eV/A

The geometry in ORCA input format:
```
! RIJCOSX wB97M-V def2-TZVPD def2/J DEFGRID3
* xyz 0 1
H -1.6541 -2.3268 1.3102
F 3.2434 1.8610 -0.8352
H -2.9281 -1.8150 0.2104
C -1.8542 -1.9763 0.2981
N 0.5695 2.7378 1.4010
H 2.2697 -0.0562 -0.6800
C -1.1143 -0.7572 0.0080
C 0.5686 2.0843 0.4450
B 2.1447 1.1184 -0.7692
N -0.5299 0.2065 -0.2219
O 0.8679 1.7014 -0.7775
H -1.5832 -2.7777 -0.3888
*
```



# 2
DFT (ωB97M-V/def2-TZVPD) results for C3H4BeLiO4 as an isolated structure in a non-equilibrium geometry.

Summary:
Gap between HOMO and LUMO (spin up / spin down)   10.0 / 11.0 eV
⟨S²⟩   0.753
Max |F|   9.0 eV/A
Energy above the lowest of the compared OMol25 structures with the same formula, charge and spin   0.0 kcal/mol

The geometry in ORCA input format:
```
! RIJCOSX wB97M-V def2-TZVPD def2/J DEFGRID3
* xyz 2 2
C -2.5638 -0.5805 -0.0827
Be -0.1292 0.3280 0.0172
C -2.6866 0.8575 -0.0752
C 2.1702 0.3341 -0.1723
O 3.1017 1.2786 -0.1319
H -2.8334 1.5954 0.7154
Li 2.1421 -2.5656 0.1745
H 3.9663 0.8069 -0.0476
O 1.0157 0.7320 0.1558
H -2.8587 -1.1479 -0.9665
O -1.4308 0.3329 -0.3482
O 2.5671 -0.8423 -0.0951
H -2.4606 -1.1291 0.8566
*
```



# 3
DFT (ωB97M-V/def2-TZVPD) results for C3H4Br2 as an isolated structure in a non-equilibrium geometry.

Summary:
Gap between HOMO and LUMO   10.2 eV
Max |F|   5.2 eV/A
Energy above the lowest of the compared OMol25 structures with the same formula, charge and spin   41.1 kcal/mol

The geometry in ORCA input format:
```
! RIJCOSX wB97M-V def2-TZVPD def2/J DEFGRID3
* xyz 0 1
Br -2.2357 0.5197 0.7803
H 0.4237 -2.0057 -0.6536
H -1.3412 -2.1557 -0.1924
C 0.7484 1.2749 -0.0377
C -0.4577 -1.4619 -0.1763
C -0.6023 -0.2003 0.0481
H 0.9302 1.6806 -1.1230
Br 2.3133 0.4896 0.7256
H 0.2214 1.8588 0.6289
*
```



# 4
DFT (ωB97M-V/def2-TZVPD) results for a 2-piece molecular cluster, C3H4Br2 overall in a non-equilibrium geometry.

Summary:
Gap between HOMO and LUMO (spin up / spin down)   8.5 / 8.0 eV
Max |F|   1.8 eV/A
Energy above the lowest of the compared OMol25 structures with the same formula, charge and spin   80.4 kcal/mol

The geometry in ORCA input format:
```
! RIJCOSX wB97M-V def2-TZVPD def2/J DEFGRID3
* xyz 0 1
H 0.6961 -2.3281 0.0587
Br 2.3880 -0.5053 0.3961
C -0.7692 1.3405 0.6077
H 0.9065 -1.2826 -1.4836
C -1.0241 0.0751 0.4699
C 1.0009 -1.4215 -0.4255
Br -2.5477 -0.9360 0.2929
H -1.5336 2.0948 0.7512
H 0.2510 1.6934 0.6202
*
```



# 5
DFT (ωB97M-V/def2-TZVPD) results for a 2-piece molecular cluster, C3H4Br2N2 overall in a non-equilibrium geometry.

Summary:
Gap between HOMO and LUMO (spin up / spin down)   8.8 / 8.8 eV
Max |F|   3.9 eV/A
Energy above the lowest of the compared OMol25 structures with the same formula, charge and spin   72.1 kcal/mol

The geometry in ORCA input format:
```
! RIJCOSX wB97M-V def2-TZVPD def2/J DEFGRID3
* xyz 0 1
C 0.9477 1.2139 -0.3806
N -0.1356 -0.8256 0.5990
H -1.5192 0.2536 1.4159
H -0.5934 2.5771 0.2339
C -0.2558 1.5176 0.0943
C -1.0224 0.2400 0.5108
H -1.7363 -0.1578 -0.2803
H 0.6058 -2.4211 -0.5181
Br 0.1543 -3.6834 -1.1642
Br 2.5229 2.0532 -0.8339
N 1.0319 -0.7675 0.3232
*
```



# 6
DFT (ωB97M-V/def2-TZVPD) results for a 2-piece molecular cluster, C3H4BrF3 overall in a non-equilibrium geometry.

Summary:
SMILES string   FC(F)Br.C=CF
Gap between HOMO and LUMO   10.9 eV
Max |F|   2.7 eV/A
Energy above the lowest of the compared OMol25 structures with the same formula, charge and spin   18.4 kcal/mol

The geometry in ORCA input format:
```
! RIJCOSX wB97M-V def2-TZVPD def2/J DEFGRID3
* xyz 0 1
C -2.7270 -0.2065 0.0876
H -1.7321 0.8522 -1.4869
C 2.4758 0.0876 0.3254
F 1.5612 -0.8399 0.6215
H 2.0378 0.8553 -0.3955
F 2.8011 0.6549 1.5036
C -1.6895 0.0659 -0.7345
Br 4.0998 -0.5932 -0.5190
H -2.7382 -0.8508 1.0339
F -0.4583 -0.4100 -0.4907
H -3.6307 0.3846 0.0544
*
```